# C24H67N5O9

A cluster of 7 separate species, C24H67N5O9 in total in a non-equilibrium geometry (the ωB97M-V functional and the def2-TZVPD basis, the Open Molecules 2025 dataset).

Its orbital gap is 8.40 eV. The value obtained for the relative energy (zero: lowest compared OMol25 entry of this formula, charge and spin) is 42.1 kcal/mol. The total charge is 0. As for the SMILES: COC[C@H](C)N.COC[C@H](C)N.COC[C@H](C)N.COC[C@H](C)N.COC[C@H](C)N.OCCO.OCCO.

Last columns: bonded neighbours and bond lengths (Å).
Cartesian coordinates (Å):
1 C 7.790 -1.951 -0.351  O2 1.425, H7 1.093, H8 1.088, H9 1.094
2 O 7.383 -1.316 -1.561  C1 1.425, C3 1.417
3 C 6.341 -0.387 -1.316  O2 1.417, C4 1.501, H10 1.102, H11 1.106
4 C 6.094 0.397 -2.572  C3 1.501, C5 1.539, N6 1.467, H12 1.099
5 C 7.263 1.345 -2.895  C4 1.539, H13 1.096, H14 1.090, H15 1.087
6 N 4.850 1.168 -2.477  C4 1.467, H16 1.009, H17 1.008
7 H 8.102 -1.184 0.362  C1 1.093
8 H 8.624 -2.592 -0.630  C1 1.088
9 H 6.983 -2.573 0.047  C1 1.094
10 H 5.482 -0.851 -0.805  C3 1.102
11 H 6.662 0.294 -0.506  C3 1.106
12 H 6.039 -0.227 -3.475  C4 1.099
13 H 7.679 1.753 -1.967  C5 1.096
14 H 6.971 2.232 -3.455  C5 1.090
15 H 8.066 0.781 -3.363  C5 1.087
16 H 4.802 1.750 -3.300  N6 1.009
17 H 4.008 0.634 -2.331  N6 1.008
18 C -3.966 -1.580 -2.040  O19 1.406, H24 1.097, H25 1.094, H26 1.092
19 O -4.875 -2.380 -1.326  C18 1.406, C20 1.410
20 C -4.508 -3.741 -1.256  O19 1.410, C21 1.523, H27 1.097, H28 1.108
21 C -5.431 -4.543 -0.348  C20 1.523, C22 1.530, N23 1.479, H29 1.092
22 C -4.955 -5.992 -0.238  C21 1.530, H30 1.092, H31 1.090, H32 1.088
23 N -6.819 -4.566 -0.860  C21 1.479, H33 1.017, H34 1.015
24 H -3.175 -1.296 -1.335  C18 1.097
25 H -4.488 -0.647 -2.266  C18 1.094
26 H -3.635 -2.008 -2.989  C18 1.092
27 H -4.434 -4.132 -2.278  C20 1.097
28 H -3.549 -3.785 -0.704  C20 1.108
29 H -5.423 -4.060 0.631  C21 1.092
30 H -4.631 -6.385 -1.204  C22 1.092
31 H -5.820 -6.573 0.082  C22 1.090
32 H -4.154 -6.093 0.491  C22 1.088
33 H -6.828 -5.221 -1.637  N23 1.017
34 H -7.055 -3.661 -1.256  N23 1.015
35 C -2.779 5.991 3.158  O36 1.423, H41 1.090, H42 1.097, H43 1.092
36 O -2.429 4.649 3.476  C35 1.423, C37 1.450
37 C -3.174 3.764 2.601  O36 1.450, C38 1.516, H44 1.097, H45 1.095
38 C -3.447 2.417 3.242  C37 1.516, C39 1.546, N40 1.490, H46 1.092
39 C -4.068 2.571 4.649  C38 1.546, H47 1.091, H48 1.087, H49 1.093
40 N -2.215 1.589 3.364  C38 1.490, H50 1.017, H51 1.024
41 H -3.827 6.251 3.308  C35 1.090
42 H -2.429 6.177 2.136  C35 1.097
43 H -2.155 6.621 3.796  C35 1.092
44 H -4.115 4.299 2.421  C37 1.097
45 H -2.703 3.700 1.615  C37 1.095
46 H -4.168 1.833 2.665  C38 1.092
47 H -3.866 3.572 5.034  C39 1.091
48 H -3.694 1.812 5.331  C39 1.087
49 H -5.159 2.498 4.656  C39 1.093
50 H -1.564 2.233 3.806  N40 1.017
51 H -1.887 1.491 2.399  N40 1.024
52 C 3.118 2.605 2.555  O53 1.393, H58 1.095, H59 1.095, H60 1.103
53 O 2.143 3.577 2.766  C52 1.393, C54 1.409
54 C 0.925 3.227 3.381  O53 1.409, C55 1.532, H61 1.095, H62 1.101
55 C 0.968 3.421 4.900  C54 1.532, C56 1.529, N57 1.478, H63 1.092
56 C 1.714 2.327 5.666  C55 1.529, H64 1.090, H65 1.088, H66 1.092
57 N -0.389 3.475 5.484  C55 1.478, H67 1.022, H68 1.009
58 H 2.697 1.606 2.398  C52 1.095
59 H 3.968 2.672 3.242  C52 1.095
60 H 3.625 2.804 1.595  C52 1.103
61 H 0.186 3.911 2.950  C54 1.095
62 H 0.632 2.203 3.099  C54 1.101
63 H 1.361 4.430 5.043  C55 1.092
64 H 2.461 1.745 5.129  C56 1.090
65 H 0.998 1.601 6.046  C56 1.088
66 H 2.160 2.851 6.514  C56 1.092
67 H -1.000 4.020 4.872  N57 1.022
68 H -0.858 2.604 5.681  N57 1.009
69 C -0.931 -2.949 -3.853  O70 1.414, H75 1.094, H76 1.087, H77 1.093
70 O -0.453 -4.201 -3.404  C69 1.414, C71 1.420
71 C 0.602 -4.189 -2.454  O70 1.420, C72 1.534, H78 1.101, H79 1.101
72 C 0.750 -5.614 -1.907  C71 1.534, C73 1.529, N74 1.492, H80 1.089
73 C -0.104 -5.790 -0.651  C72 1.529, H81 1.093, H82 1.087, H83 1.091
74 N 2.172 -5.819 -1.506  C72 1.492, H84 1.015, H85 1.012
75 H -1.384 -2.308 -3.090  C69 1.094
76 H -1.743 -3.228 -4.519  C69 1.087
77 H -0.076 -2.425 -4.290  C69 1.093
78 H 1.516 -3.752 -2.886  C71 1.101
79 H 0.318 -3.463 -1.677  C71 1.101
80 H 0.502 -6.286 -2.728  C72 1.089
81 H -0.279 -4.815 -0.188  C73 1.093
82 H 0.401 -6.431 0.067  C73 1.087
83 H -1.120 -6.098 -0.903  C73 1.091
84 H 2.311 -5.201 -0.713  N74 1.015
85 H 2.778 -5.552 -2.271  N74 1.012
86 O -0.670 -0.099 -1.695  C87 1.435, H90 0.974
87 C 0.352 -0.036 -0.689  O86 1.435, C88 1.549, H91 1.090, H92 1.088
88 C 0.203 1.344 -0.002  C87 1.549, O89 1.421, H93 1.089, H94 1.092
89 O -1.091 1.438 0.578  C88 1.421, H95 0.969
90 H -0.189 0.227 -2.478  O86 0.974
91 H 0.081 -0.694 0.136  C87 1.090
92 H 1.372 -0.127 -1.057  C87 1.088
93 H 0.391 2.180 -0.673  C88 1.089
94 H 0.885 1.369 0.851  C88 1.092
95 H -1.714 1.145 -0.103  O89 0.969
96 O 0.760 1.593 -3.562  C97 1.454, H100 0.961
97 C 0.242 2.950 -3.506  O96 1.454, C98 1.513, H101 1.086, H102 1.091
98 C -1.268 2.991 -3.408  C97 1.513, O99 1.447, H103 1.095, H104 1.095
99 O -1.841 3.773 -4.483  C98 1.447, H105 0.962
100 H 0.737 1.293 -4.475  O96 0.961
101 H 0.774 3.399 -2.672  C97 1.086
102 H 0.501 3.403 -4.464  C97 1.091
103 H -1.640 3.471 -2.498  C98 1.095
104 H -1.852 2.065 -3.382  C98 1.095
105 H -1.719 3.278 -5.299  O99 0.962



# C24H68BF3O15S11

A cluster of 11 separate species, C24H68BF3O15S11 in total in a non-equilibrium geometry (the ωB97M-V functional and the def2-TZVPD basis, the Open Molecules 2025 dataset).

Its orbital gap is 8.38 eV. The total charge is 0.

Last columns: bonded neighbours and bond lengths (Å).
Cartesian coordinates (Å):
1 C -1.535 0.982 2.804  B2 1.553, H15 1.096, H16 1.089, H17 1.092
2 B -1.114 0.794 1.322  C1 1.553, O3 1.385, O4 1.441
3 O 0.061 0.168 0.941  B2 1.385, H18 0.952
4 O -1.990 1.190 0.248  B2 1.441, S5 1.595
5 S -1.913 2.683 -0.306  O4 1.595, O6 1.451, O7 1.671
6 O -3.044 3.416 0.231  S5 1.451
7 O -0.623 3.001 0.707  S5 1.671, C8 1.430
8 C -0.393 4.361 1.080  O7 1.430, C9 1.536, H19 1.090, H20 1.095
9 C -0.783 4.623 2.542  C8 1.536, O10 1.414, C11 1.543, H21 1.094
10 O 0.300 5.297 3.152  C9 1.414, H22 0.955
11 C -2.039 5.505 2.702  C9 1.543, F12 1.376, F13 1.381, F14 1.380
12 F -2.084 6.051 3.964  C11 1.376
13 F -2.004 6.569 1.823  C11 1.381
14 F -3.229 4.838 2.495  C11 1.380
15 H -2.000 1.970 2.905  C1 1.096
16 H -0.678 0.921 3.473  C1 1.089
17 H -2.321 0.289 3.109  C1 1.092
18 H 0.821 0.742 0.927  O3 0.952
19 H -0.880 5.049 0.389  C8 1.090
20 H 0.689 4.514 1.014  C8 1.095
21 H -0.991 3.659 3.016  C9 1.094
22 H 0.341 5.061 4.077  O10 0.955
23 C 2.705 -1.415 5.305  S24 1.786, H27 1.088, H28 1.090, H29 1.091
24 S 1.307 -0.749 4.414  C23 1.786, O25 1.492, C26 1.791
25 O 0.374 -0.168 5.422  S24 1.492
26 C 0.637 -2.334 3.915  S24 1.791, H30 1.090, H31 1.090, H32 1.088
27 H 3.258 -0.577 5.725  C23 1.088
28 H 2.348 -2.061 6.107  C23 1.090
29 H 3.319 -1.964 4.589  C23 1.091
30 H 0.420 -2.925 4.805  C26 1.090
31 H 1.368 -2.832 3.279  C26 1.090
32 H -0.278 -2.140 3.359  C26 1.088
33 C -3.045 -1.575 -4.651  S34 1.790, H37 1.088, H38 1.091, H39 1.090
34 S -3.611 0.108 -4.422  C33 1.790, O35 1.490, C36 1.796
35 O -2.419 0.986 -4.579  S34 1.490
36 C -3.913 -0.023 -2.657  S34 1.796, H40 1.090, H41 1.090, H42 1.088
37 H -2.769 -1.667 -5.699  C33 1.088
38 H -2.186 -1.751 -4.003  C33 1.091
39 H -3.853 -2.268 -4.417  C33 1.090
40 H -2.994 -0.313 -2.148  C36 1.090
41 H -4.701 -0.754 -2.477  C36 1.090
42 H -4.235 0.954 -2.300  C36 1.088
43 C -7.026 3.897 0.866  S44 1.796, H47 1.088, H48 1.090, H49 1.090
44 S -6.073 3.166 2.201  C43 1.796, O45 1.486, C46 1.792
45 O -5.467 1.928 1.645  S44 1.486
46 C -7.469 2.647 3.198  S44 1.792, H50 1.090, H51 1.089, H52 1.085
47 H -6.317 4.241 0.116  C43 1.088
48 H -7.684 3.140 0.439  C43 1.090
49 H -7.600 4.740 1.249  C43 1.090
50 H -8.104 1.980 2.614  C46 1.090
51 H -8.027 3.523 3.526  C46 1.089
52 H -7.084 2.127 4.070  C46 1.085
53 C 6.577 -3.899 2.506  S54 1.790, H57 1.088, H58 1.087, H59 1.089
54 S 5.105 -3.238 1.731  C53 1.790, O55 1.496, C56 1.790
55 O 4.261 -2.683 2.834  S54 1.496
56 C 4.397 -4.821 1.287  S54 1.790, H60 1.090, H61 1.089, H62 1.088
57 H 7.155 -3.061 2.889  C53 1.088
58 H 6.301 -4.567 3.319  C53 1.087
59 H 7.159 -4.438 1.759  C53 1.089
60 H 4.276 -5.423 2.187  C56 1.090
61 H 5.057 -5.308 0.570  C56 1.089
62 H 3.434 -4.628 0.821  C56 1.088
63 C -8.046 2.819 8.799  S64 1.795, H67 1.087, H68 1.089, H69 1.090
64 S -8.732 3.540 7.305  C63 1.795, O65 1.486, C66 1.796
65 O -8.370 2.624 6.191  S64 1.486
66 C -7.586 4.920 7.218  S64 1.796, H70 1.090, H71 1.090, H72 1.088
67 H -8.597 1.903 8.999  C63 1.087
68 H -6.993 2.591 8.637  C63 1.089
69 H -8.172 3.514 9.629  C63 1.090
70 H -6.566 4.539 7.171  C66 1.090
71 H -7.723 5.561 8.088  C66 1.090
72 H -7.815 5.478 6.312  C66 1.088
73 C 9.632 -8.048 3.080  S74 1.795, H77 1.087, H78 1.089, H79 1.090
74 S 8.160 -7.377 2.302  C73 1.795, O75 1.485, C76 1.795
75 O 7.323 -6.814 3.392  S74 1.485
76 C 7.433 -8.957 1.861  S74 1.795, H80 1.089, H81 1.090, H82 1.088
77 H 10.205 -7.210 3.468  C73 1.087
78 H 9.337 -8.707 3.896  C73 1.089
79 H 10.221 -8.586 2.338  C73 1.090
80 H 7.294 -9.551 2.764  C76 1.089
81 H 8.082 -9.471 1.153  C76 1.090
82 H 6.470 -8.754 1.397  C76 1.088
83 C -0.640 -0.399 -8.637  S84 1.794, H87 1.088, H88 1.090, H89 1.090
84 S -2.386 -0.600 -8.994  C83 1.794, O85 1.489, C86 1.792
85 O -2.957 -1.358 -7.846  S84 1.489
86 C -2.165 -1.779 -10.326  S84 1.792, H90 1.091, H91 1.090, H92 1.088
87 H -0.560 0.269 -7.781  C83 1.088
88 H -0.213 -1.373 -8.401  C83 1.090
89 H -0.144 0.043 -9.501  C83 1.090
90 H -1.594 -2.632 -9.957  C86 1.091
91 H -1.644 -1.292 -11.150  C86 1.090
92 H -3.156 -2.089 -10.654  C86 1.088
93 C 0.606 11.612 1.790  S94 1.798, H97 1.087, H98 1.090, H99 1.090
94 S 0.566 10.358 3.077  C93 1.798, O95 1.485, C96 1.794
95 O 1.979 10.067 3.429  S94 1.485
96 C 0.004 9.022 2.020  S94 1.794, H100 1.090, H101 1.090, H102 1.087
97 H 0.982 12.529 2.240  C93 1.087
98 H 1.276 11.288 0.994  C93 1.090
99 H -0.402 11.774 1.409  C93 1.090
100 H 0.716 8.886 1.206  C96 1.090
101 H -0.988 9.256 1.634  C96 1.090
102 H -0.043 8.121 2.626  C96 1.087
103 C -1.443 -6.803 -9.648  S104 1.794, H107 1.087, H108 1.089, H109 1.090
104 S -0.157 -5.747 -8.978  C103 1.794, O105 1.488, C106 1.795
105 O -0.379 -4.397 -9.561  S104 1.488
106 C 1.198 -6.479 -9.902  S104 1.795, H110 1.089, H111 1.090, H112 1.087
107 H -2.388 -6.467 -9.227  C103 1.087
108 H -1.462 -6.705 -10.733  C103 1.089
109 H -1.254 -7.835 -9.353  C103 1.090
110 H 0.989 -6.405 -10.968  C106 1.089
111 H 1.319 -7.519 -9.600  C106 1.090
112 H 2.097 -5.918 -9.658  C106 1.087
113 C 7.941 -2.520 -2.705  S114 1.796, H117 1.088, H118 1.090, H119 1.090
114 S 6.598 -2.167 -1.565  C113 1.796, O115 1.488, C116 1.794
115 O 5.737 -3.381 -1.548  S114 1.488
116 C 5.775 -0.958 -2.603  S114 1.794, H120 1.090, H121 1.090, H122 1.087
117 H 8.552 -3.300 -2.257  C113 1.088
118 H 7.528 -2.868 -3.652  C113 1.090
119 H 8.539 -1.621 -2.850  C113 1.090
120 H 5.517 -1.417 -3.556  C116 1.090
121 H 6.432 -0.101 -2.748  C116 1.090
122 H 4.872 -0.647 -2.083  C116 1.087